Record 1
C5H9NP | the ωB97M-V functional and the def2-TZVPD basis

Results
* total energy: -591.5838 Ha
* ΔE to the lowest compared entry with this formula, charge and spin: 3.809 eV
* orbital gap (spin up / spin down): 8.1 / 8.1 eV
* HOMO energy (spin up / spin down): -12.838 / -12.841 eV

ORCA input file:
```
! wB97M-V def2-TZVPD RIJCOSX def2/J DEFGRID3
* xyz 1 1
C -1.90 1.09 0.18
C -0.69 1.58 0.09
C -2.26 -0.28 0.00
C 0.38 -0.58 -0.09
C 1.34 -0.31 -1.27
N 1.26 -0.65 1.21
P -1.17 -1.53 -0.19
H -2.82 1.61 0.14
H -0.19 2.54 -0.07
H -3.28 -0.71 0.07
H 1.67 0.66 -1.16
H 0.95 -0.40 -2.30
H 2.21 -0.94 -1.16
H 1.81 0.26 1.38
H 1.99 -1.51 1.15
H 0.70 -0.83 2.01
*
```


Record 2
C15H25FIMnO2P2 | the ωB97M-V functional and the def2-TZVPD basis

Results
* total energy: -2967.0883 Ha
* orbital gap (spin up / spin down): 5.8 / 3.5 eV
* HOMO energy (spin up / spin down): -17.827 / -18.107 eV

ORCA input file:
```
! wB97M-V def2-TZVPD RIJCOSX def2/J DEFGRID3
* xyz 3 4
C 0.28 -5.96 -3.71
C 0.63 -5.13 -2.49
H 0.74 -6.95 -3.59
H 0.65 -5.51 -4.64
H -0.81 -6.09 -3.82
O 1.30 -5.50 -1.55
I -0.16 -3.07 -2.45
Mn 0.07 0.40 0.41
P -1.80 -0.68 1.02
C -1.97 -0.92 2.82
C -3.29 0.23 0.48
H -4.21 -0.21 0.88
H -2.99 -2.82 0.67
H -3.33 0.23 -0.62
H -2.00 -2.31 -0.74
H -1.83 0.01 3.36
H -3.23 1.28 0.80
C -2.04 -2.36 0.36
H -2.96 -1.33 3.08
H -1.20 -2.99 0.69
H -1.20 -1.62 3.16
P 1.79 0.75 -0.99
C 3.36 1.18 -0.16
C 2.28 -0.65 -2.06
H 0.61 1.80 -2.82
H 2.31 2.36 -2.76
H 1.10 2.99 -1.61
C 1.43 2.10 -2.16
H 1.40 -0.96 -2.64
H 3.10 -0.41 -2.75
H 4.13 1.47 -0.89
H 3.71 0.32 0.41
H 2.57 -1.50 -1.42
H 3.22 2.00 0.54
C 1.09 -0.46 1.63
O 1.74 -0.75 2.57
F -0.72 5.97 2.93
C -0.56 4.74 2.34
C -1.49 3.74 2.63
C -1.29 2.48 2.06
C -0.20 2.22 1.21
C 0.71 3.27 0.95
C 0.54 4.54 1.51
H -2.32 3.94 3.32
H -2.00 1.70 2.35
H 1.60 3.11 0.35
H 1.26 5.34 1.33
*
```


Record 3
C41H58FeN7OSSi2 | the ωB97M-V functional and the def2-TZVPD basis

Results
* total energy: -4296.7108 Ha
* orbital gap (spin up / spin down): 6.5 / 6.5 eV
* HOMO energy (spin up / spin down): -4.590 / -4.589 eV

ORCA input file:
```
! wB97M-V def2-TZVPD RIJCOSX def2/J DEFGRID3
* xyz -1 1
Fe -0.01 -0.08 0.25
C -2.39 2.06 2.47
C -2.74 2.61 1.12
C -3.31 3.88 1.00
C -3.69 4.39 -0.23
C -3.51 3.63 -1.37
C -2.92 2.37 -1.31
C -2.70 1.56 -2.55
C -2.53 1.89 -0.06
N -1.97 0.56 -0.04
C -2.81 -0.40 -0.07
C -4.30 -0.28 0.02
C -2.23 -1.75 -0.29
C -3.17 -2.91 -0.44
N -0.96 -1.80 -0.40
C -0.42 -3.06 -0.84
C 0.02 -4.02 0.07
C -0.08 -3.82 1.56
C 0.51 -5.21 -0.45
C 0.53 -5.46 -1.81
C 0.05 -4.51 -2.69
C -0.43 -3.29 -2.22
C -0.92 -2.23 -3.17
H -2.69 2.76 3.25
H -1.32 1.86 2.55
H -2.90 1.11 2.66
H -3.46 4.46 1.90
H -4.13 5.38 -0.29
H -3.79 4.03 -2.34
H -2.68 2.20 -3.43
H -3.51 0.83 -2.69
H -1.76 1.01 -2.50
H -4.61 0.75 0.20
H -4.67 -0.91 0.83
H -4.77 -0.63 -0.90
H -3.80 -2.98 0.45
H -2.64 -3.85 -0.57
H -3.83 -2.76 -1.30
H -1.06 -3.43 1.84
H 0.66 -3.11 1.92
H 0.06 -4.77 2.07
H 0.87 -5.97 0.25
H 0.92 -6.40 -2.18
H 0.06 -4.69 -3.76
H -0.54 -2.42 -4.17
H -0.58 -1.24 -2.86
H -2.01 -2.22 -3.22
C 5.77 1.74 1.00
C 5.25 0.91 2.17
N 4.30 -0.13 1.78
C 4.80 -1.49 1.72
C 5.52 -1.82 0.42
C 3.03 0.20 1.43
S 2.01 -1.04 0.85
N 2.77 1.51 1.60
C 1.59 2.10 1.45
O 0.49 1.66 1.03
C 1.59 3.54 1.90
C 2.77 4.18 2.28
C 2.75 5.50 2.68
C 1.56 6.20 2.73
C 0.38 5.58 2.36
C 0.39 4.25 1.94
H 6.48 2.49 1.35
H 4.94 2.26 0.51
H 6.26 1.11 0.26
H 4.77 1.56 2.90
H 6.08 0.40 2.66
H 3.96 -2.17 1.86
H 5.47 -1.63 2.58
H 4.88 -1.60 -0.43
H 5.79 -2.88 0.39
H 6.44 -1.24 0.32
H 3.69 3.61 2.24
H 3.68 5.99 2.96
H 1.54 7.24 3.05
H -0.56 6.12 2.38
H -0.52 3.77 1.63
N -1.17 -3.04 5.65
C -1.49 -2.24 4.88
N -1.95 -1.31 4.06
C -1.23 -0.98 3.03
N -0.70 -0.63 2.06
C 0.10 3.63 -1.44
Si 0.97 2.33 -2.51
C 0.13 2.38 -4.22
C 2.62 3.22 -2.84
C 1.08 0.63 -1.80
Si 2.33 -0.39 -2.71
C 2.04 -0.38 -4.60
C 4.13 0.23 -2.54
C 2.55 -2.24 -2.30
H -0.68 4.15 -2.01
H 0.83 4.38 -1.13
H -0.35 3.23 -0.54
H -0.33 3.37 -4.38
H -0.64 1.62 -4.34
H 0.86 2.24 -5.02
H 2.41 4.28 -3.05
H 3.17 2.83 -3.70
H 3.28 3.18 -1.97
H 1.56 0.75 -0.82
H 2.44 0.53 -5.05
H 0.99 -0.45 -4.86
H 2.57 -1.23 -5.05
H 4.35 1.11 -3.14
H 4.82 -0.56 -2.84
H 4.35 0.49 -1.50
H 1.97 -2.61 -1.47
H 3.60 -2.41 -2.05
H 2.33 -2.85 -3.18
*
```